# C14H27ClFN4O3

A 4-piece molecular cluster, C14H27ClFN4O3 overall in a non-equilibrium geometry (the ωB97M-V functional and the def2-TZVPD basis, the OMol25 dataset).

Results
* total charge: +1
* relative energy (zero: lowest compared OMol25 entry of this formula, charge and spin): 0.603 eV
* 2S+1: 1
* electronic energy: -1554.21311 hartree

Last column: Mulliken charge in e.
Geometry (Å):
1 N 0.006 1.793 0.403  -0.26
2 C -0.411 0.528 0.408  0.37
3 N -1.740 0.118 0.410  -0.45
4 C -1.569 -1.224 0.374  0.32
5 Cl -2.801 -2.441 0.311  -0.10
6 N -0.293 -1.612 0.383  -0.16
7 N 0.455 -0.495 0.400  0.59
8 C 1.925 -0.584 0.378  -0.65
9 C 2.495 -0.161 1.779  -0.41
10 C 3.860 -0.866 2.051  -0.45
11 F 4.574 -0.857 0.839  -0.30
12 H -0.633 2.526 0.692  0.29
13 H 0.932 1.970 0.034  0.20
14 H 0.061 -2.569 0.364  0.25
15 H 2.166 -1.661 0.254  0.26
16 H 2.403 0.023 -0.414  0.24
17 H 2.618 0.936 1.877  0.36
18 H 1.795 -0.510 2.567  0.25
19 H 3.686 -1.906 2.399  0.31
20 H 4.430 -0.348 2.846  0.34
21 C -2.405 -0.158 3.615  -0.50
22 C -2.637 1.319 3.807  0.78
23 O -2.039 2.137 3.136  -0.53
24 C -3.631 1.736 4.855  -1.21
25 H -1.666 -0.297 2.831  -0.24
26 H -2.028 -0.602 4.537  0.41
27 H -3.334 -0.646 3.316  0.31
28 H -3.311 1.379 5.836  0.33
29 H -4.617 1.333 4.615  0.33
30 H -3.694 2.823 4.882  0.33
31 C -2.761 3.379 -1.970  -0.78
32 C -1.881 3.733 -3.144  0.80
33 O -1.193 4.728 -3.136  -0.54
34 C -1.895 2.796 -4.326  -1.00
35 H -2.651 4.138 -1.196  0.26
36 H -3.806 3.346 -2.283  0.38
37 H -2.461 2.411 -1.561  0.01
38 H -2.902 2.738 -4.744  0.32
39 H -1.560 1.803 -4.019  0.24
40 H -1.219 3.172 -5.093  0.30
41 C 3.608 -4.259 -2.351  -1.15
42 C 2.391 -3.377 -2.350  0.85
43 O 1.634 -3.344 -1.396  -0.55
44 C 2.146 -2.535 -3.573  -1.15
45 H 3.659 -4.807 -1.410  0.31
46 H 3.547 -4.976 -3.171  0.37
47 H 4.508 -3.651 -2.452  0.33
48 H 2.021 -3.177 -4.446  0.40
49 H 2.983 -1.852 -3.728  0.33
50 H 1.236 -1.951 -3.434  0.27

# C3H2BrCl3

A 2-piece molecular cluster, C3H2BrCl3 overall in a non-equilibrium geometry (the ωB97M-V functional and the def2-TZVPD basis, the OMol25 dataset).

Results
* relative energy (zero: lowest compared OMol25 entry of this formula, charge and spin): 3.625 eV
* 2S+1: 1
* electronic energy: -4069.93421 hartree

Last column: Mulliken charge in e.
Geometry (Å):
1 C -0.861 1.720 0.539  -0.30
2 C -0.290 1.065 -0.420  -0.11
3 C 0.739 -1.705 0.031  0.28
4 Cl 2.278 -1.443 0.768  -0.10
5 Cl 0.792 -2.081 -1.638  -0.10
6 Cl -0.370 -2.613 0.975  -0.11
7 Br -0.089 1.050 -2.215  -0.03
8 H -1.404 2.652 0.410  0.26
9 H -0.794 1.355 1.549  0.22

# C22H31FIN2O3

A 2-piece molecular cluster, C22H31FIN2O3 overall in a non-equilibrium geometry (the ωB97M-V functional and the def2-TZVPD basis, the OMol25 dataset).

Results
* total charge: +1
* 2S+1: 1
* electronic energy: -1589.46699 hartree

Last column: Mulliken charge in e.
Geometry (Å):
1 C 1.071 -0.071 5.226  -1.86
2 C 1.047 -0.898 3.966  0.70
3 C 1.871 -0.639 2.848  1.15
4 C 2.831 0.540 2.866  -1.02
5 C 2.146 1.693 2.160  0.16
6 O 1.888 1.670 1.005  -0.46
7 I 1.590 3.435 3.291  0.03
8 C 1.809 -1.444 1.718  -0.50
9 C 0.923 -2.517 1.619  -0.94
10 C 0.091 -2.746 2.695  0.26
11 C 0.167 -1.967 3.842  1.19
12 C -0.855 -2.545 4.799  -0.74
13 O -0.846 -2.600 5.981  -0.48
14 N -1.836 -3.180 3.941  0.04
15 C -2.862 -2.303 3.379  -0.11
16 C -3.529 -1.408 4.391  -0.40
17 F -4.508 -2.077 5.086  -0.30
18 C -1.004 -3.771 2.917  -0.15
19 O -1.126 -4.843 2.432  -0.49
20 H 2.018 -0.194 5.748  0.36
21 H 0.301 -0.440 5.893  0.44
22 H 0.878 0.974 5.014  0.26
23 H 3.722 0.294 2.296  0.34
24 H 3.044 0.801 3.894  0.54
25 H 2.459 -1.257 0.874  0.39
26 H 0.876 -3.149 0.744  0.56
27 H -2.494 -1.675 2.555  0.07
28 H -3.636 -2.944 2.961  0.42
29 H -4.027 -0.606 3.843  0.33
30 H -2.836 -0.932 5.085  0.22
31 C -1.839 -0.070 -0.860  -1.46
32 C -0.368 -0.208 -1.270  0.69
33 C 0.301 1.036 -1.842  -0.81
34 N 0.086 1.340 -3.312  0.38
35 C 0.700 0.252 -4.153  -0.56
36 C 0.703 0.593 -5.632  -0.72
37 C 1.427 1.907 -5.899  -0.67
38 C 0.850 3.029 -5.044  -0.72
39 C 0.802 2.648 -3.575  -0.58
40 C -1.367 1.489 -3.610  -1.09
41 H -2.527 -0.125 -1.701  0.32
42 H -2.109 -0.884 -0.188  0.36
43 H -2.015 0.869 -0.333  0.35
44 H -0.238 -1.073 -1.923  0.36
45 H 0.191 -0.437 -0.360  -0.45
46 H 1.380 0.940 -1.729  0.26
47 H -0.013 1.923 -1.292  0.49
48 H 1.720 0.117 -3.788  0.35
49 H 0.136 -0.658 -3.969  0.40
50 H 1.193 -0.219 -6.171  0.40
51 H -0.320 0.637 -6.015  0.30
52 H 1.356 2.167 -6.954  0.38
53 H 2.492 1.787 -5.675  0.30
54 H -0.142 3.309 -5.406  0.33
55 H 1.463 3.925 -5.143  0.40
56 H 0.290 3.407 -2.984  0.46
57 H 1.813 2.525 -3.187  0.41
58 H -1.818 2.102 -2.834  0.32
59 H -1.819 0.503 -3.645  0.33
60 H -1.498 1.966 -4.574  0.47

# CH6BNO3

CH6BNO3 as an isolated structure in a non-equilibrium geometry (the ωB97M-V functional and the def2-TZVPD basis, the OMol25 dataset).

Results
* relative energy (zero: lowest compared OMol25 entry of this formula, charge and spin): 0.718 eV
* 2S+1: 1
* electronic energy: -347.05031 hartree

Last column: Mulliken charge in e.
Geometry (Å):
1 B -1.573 -0.069 0.065  0.66
2 C 2.173 0.315 0.059  -0.62
3 N 1.071 -0.017 -0.765  -0.22
4 O -1.493 -1.466 -0.022  -0.56
5 O -2.766 0.644 0.145  -0.50
6 O -0.496 0.726 -0.161  -0.55
7 H 3.012 -0.322 -0.211  0.35
8 H 2.328 1.394 0.012  0.26
9 H 2.316 -0.020 1.135  0.26
10 H 0.563 -0.910 -0.568  0.32
11 H -2.340 -1.855 0.217  0.30
12 H -2.795 1.580 0.095  0.30

# C5H11N2O

An isolated ion of composition C5H11N2O and charge -1 in a non-equilibrium geometry (the ωB97M-V functional and the def2-TZVPD basis, the OMol25 dataset).

Results
* total charge: -1
* relative energy (zero: lowest compared OMol25 entry of this formula, charge and spin): 1.513 eV
* 2S+1: 1
* SMILES string: [H]/N=C/[N-]CCCCO
* electronic energy: -381.78963 hartree

Last column: Mulliken charge in e.
Geometry (Å):
1 H -0.332 -2.655 -0.880  0.11
2 N 0.349 -2.210 -0.302  -0.72
3 C 0.134 -1.903 0.966  -0.03
4 N 0.636 -0.902 1.565  -0.84
5 C 1.677 -0.026 0.993  -0.59
6 C 0.936 0.778 -0.141  -0.72
7 C -0.548 1.145 0.172  -0.49
8 C -1.129 1.881 -0.977  -0.18
9 O -1.756 0.855 -1.721  -0.62
10 H -0.547 -2.435 1.681  0.38
11 H 1.880 0.716 1.707  0.44
12 H 2.561 -0.607 0.524  0.34
13 H 1.045 0.074 -0.993  0.31
14 H 1.437 1.726 -0.506  0.44
15 H -1.139 0.153 0.279  0.18
16 H -0.560 1.715 1.248  0.24
17 H -0.386 2.482 -1.553  0.20
18 H -1.969 2.635 -0.932  0.22
19 H -1.260 -0.103 -1.719  0.35

# C3H8INO2S

C3H8INO2S as an isolated structure in a non-equilibrium geometry (the ωB97M-V functional and the def2-TZVPD basis, the OMol25 dataset).

Results
* relative energy (zero: lowest compared OMol25 entry of this formula, charge and spin): 0.000 eV
* 2S+1: 1
* electronic energy: -1020.12577 hartree

Last column: Mulliken charge in e.
Geometry (Å):
1 C -0.588 -2.904 0.852  -1.10
2 C 0.723 -2.030 0.575  -0.10
3 C 0.741 -1.106 -0.419  -0.67
4 N 0.353 3.389 0.033  -0.43
5 O -0.796 1.175 0.438  -0.54
6 O -1.090 2.292 -1.700  -0.51
7 S 0.015 1.843 -0.552  0.70
8 I 2.577 -0.040 -0.708  -0.02
9 H -0.317 -3.915 1.082  0.37
10 H -1.124 -2.445 1.700  0.26
11 H -1.296 -3.146 0.017  0.32
12 H 1.485 -2.007 1.323  0.36
13 H -1.774 1.640 -1.869  0.32
14 H 0.033 -0.598 -1.065  0.61
15 H 0.994 3.979 -0.560  0.23
16 H 0.064 3.872 0.853  0.21

# C8H15N4OP

A single C8H15N4OP molecule in a non-equilibrium geometry (the ωB97M-V functional and the def2-TZVPD basis, the OMol25 dataset).

Results
* relative energy (zero: lowest compared OMol25 entry of this formula, charge and spin): 2.908 eV
* 2S+1: 1
* SMILES string: CNN(C)P(NNO)c1ccccc1
* electronic energy: -949.26126 hartree

Last column: Mulliken charge in e.
Geometry (Å):
1 C -3.154 1.697 -0.022  -0.82
2 N -2.119 1.191 -0.909  -0.70
3 N -1.017 0.576 -0.292  0.56
4 C -0.199 1.674 0.267  -0.85
5 P -0.489 -0.954 -0.947  -0.29
6 N -0.949 -2.087 0.307  0.00
7 N -2.205 -2.019 0.810  -0.48
8 O -3.149 -2.641 -0.059  -0.41
9 C 1.269 -0.733 -0.535  0.09
10 C 1.736 -0.816 0.831  0.15
11 C 3.098 -0.629 1.157  -0.62
12 C 3.972 -0.137 0.142  -0.19
13 C 3.517 0.024 -1.101  -0.42
14 C 2.238 -0.340 -1.484  -0.41
15 H -3.728 0.901 0.303  0.26
16 H -2.642 2.010 1.049  0.20
17 H -3.585 2.587 -0.360  0.39
18 H -1.987 2.002 -1.493  0.30
19 H 0.891 1.721 -0.061  0.22
20 H -0.731 2.638 -0.116  0.39
21 H -0.252 1.712 1.388  0.22
22 H -0.638 -2.973 0.115  0.23
23 H -2.193 -2.498 1.724  0.27
24 H -3.302 -1.906 -0.650  0.35
25 H 0.958 -0.884 1.626  0.37
26 H 3.338 -0.571 2.222  0.31
27 H 5.049 0.295 0.407  0.22
28 H 4.275 0.433 -1.796  0.32
29 H 1.999 -0.274 -2.523  0.36

# C5H9FN3

An isolated ion of composition C5H9FN3 and charge +1 in a non-equilibrium geometry (the ωB97M-V functional and the def2-TZVPD basis, the OMol25 dataset).

Results
* total charge: +1
* relative energy (zero: lowest compared OMol25 entry of this formula, charge and spin): 0.373 eV
* 2S+1: 1
* SMILES string: NC(N)=C(F)/C=C\C=[NH2+]
* electronic energy: -459.77058 hartree

Last column: Mulliken charge in e.
Geometry (Å):
1 N 2.406 1.272 0.378  -0.36
2 C 1.435 0.655 -0.231  0.40
3 N 0.545 1.176 -1.021  -0.23
4 C 1.424 -1.172 -0.017  0.23
5 F 2.678 -1.505 0.262  -0.25
6 C 0.398 -1.986 -0.210  -0.06
7 C -0.993 -1.713 -0.456  -0.56
8 C -1.769 -0.749 0.081  -0.40
9 N -1.378 0.251 0.930  -0.35
10 H 2.552 2.271 0.287  0.23
11 H 3.077 0.745 0.923  0.24
12 H -0.168 0.592 -1.437  0.26
13 H 0.538 2.164 -1.245  0.22
14 H 0.666 -3.038 -0.189  0.38
15 H -1.494 -2.468 -1.038  0.39
16 H -2.816 -0.730 -0.184  0.38
17 H -2.119 0.682 1.460  0.27
18 H -0.532 0.085 1.458  0.20

Question: Number 7 is which compound?
Answer: C8H15N4OP